Record 1
Density functional theory data (ωB97M-V/def2-TZVPD) for a molecular structure, C40H63GeI2N5O4P3Y at a distorted geometry.

XYZ file:
```
119
Properties=species:S:1:pos:R:3:forces:R:3
Y 1.981932 1.030683 -6.588137 -1.1 1.1 0.3
C 4.397818 2.508695 0.014003 -0.8 0.3 0.7
C 3.757389 1.075523 0.112777 -0.3 0.6 0.0
C 4.703189 -0.005439 -0.487632 -0.8 -0.2 1.0
P 3.095852 0.881411 1.862556 0.8 0.1 -0.4
C 2.330854 -0.843716 1.757998 1.5 -0.5 -1.5
N 0.963078 -0.716703 2.137369 0.4 -1.6 1.4
Ge -0.423080 -0.053939 0.773188 -0.4 -0.8 -1.0
N -1.840138 1.812211 1.097816 -1.8 -0.3 1.0
C -2.866449 2.427963 0.236933 -0.1 -0.1 -0.2
P -2.216942 3.052466 -1.430638 -1.4 1.0 -0.4
C -3.858206 3.362661 -2.399403 2.5 -0.3 -1.3
C -4.967251 4.267365 -1.997412 -1.7 1.1 0.7
C -4.377738 1.992126 -2.776411 0.9 -0.7 -1.6
C -1.832523 4.801229 -0.908993 0.7 -0.4 1.4
C -2.093002 5.933016 -1.865253 -0.6 0.7 -1.6
C -0.357880 4.742778 -0.482689 1.1 -0.1 -0.9
C -1.613379 2.293185 2.341439 -0.1 0.0 0.5
C -1.520865 3.707178 2.697100 0.7 -0.2 -0.5
C -0.723619 4.060982 3.784724 -0.1 -0.7 0.3
C -0.221941 3.050807 4.663218 -0.7 0.6 -0.3
C -0.531641 1.688595 4.452779 0.6 0.4 1.7
C -1.274089 1.292414 3.382278 0.1 -0.3 -2.2
N -1.460850 -0.122548 3.041998 1.2 1.1 0.9
C -0.614412 -1.073375 3.840969 -2.2 0.2 -0.4
C -1.054066 -1.641539 5.033140 1.6 -0.1 0.2
C -0.203186 -2.605255 5.679947 -1.4 1.1 -0.7
C 0.871428 -3.112357 4.978838 0.6 0.4 -1.3
C 1.285245 -2.607566 3.731191 -1.6 0.9 1.2
C 0.575642 -1.455417 3.210486 1.0 -1.0 -0.2
C -2.759163 -0.635354 2.636916 0.0 -1.1 -0.5
C -3.925580 -0.378231 3.321675 -1.1 -0.4 -0.4
C -5.174872 -0.903407 2.848317 2.5 0.7 -0.4
C -5.181050 -1.677331 1.675083 -0.4 0.0 1.0
C -3.977170 -2.102254 1.088359 0.7 0.9 0.3
C -2.737055 -1.555678 1.531246 -1.1 0.9 0.7
N -1.516483 -1.716215 0.908483 0.7 0.6 -0.4
C -1.088403 -3.058983 0.596035 0.9 -1.4 -0.6
P 0.314924 -3.270136 -0.830452 -0.9 0.5 0.9
C 0.922287 -5.001738 -0.426183 -1.0 0.5 1.1
C -0.238700 -5.983130 -0.104124 0.1 0.8 0.2
C 1.922736 -5.621999 -1.374227 -0.8 -0.7 -0.3
C -0.690479 -3.307410 -2.414194 -0.8 1.3 0.7
C 0.285859 -3.189748 -3.615746 -0.4 0.5 0.9
C -1.919462 -4.248701 -2.591656 0.8 -1.0 -0.1
C 4.748683 0.620668 2.792757 -0.5 0.3 -0.2
C 5.134535 -0.827756 3.166663 0.5 0.8 0.2
C 4.708512 1.519177 4.062441 -0.7 -2.2 1.7
H 4.131997 2.888525 -0.954373 -0.2 0.4 -0.5
H 5.476510 2.559754 0.015328 0.4 -0.5 0.3
H 4.057862 3.265523 0.783372 0.1 -1.0 -0.7
H 2.835637 1.089534 -0.527281 0.6 0.1 0.6
H 5.422405 0.536474 -1.077335 0.2 -0.2 -0.7
H 4.090471 -0.727353 -1.073091 0.8 0.4 0.2
H 5.284842 -0.543399 0.290531 -0.4 0.2 -0.4
H 2.949347 -1.527711 2.405911 -1.0 0.7 -0.8
H 2.433291 -1.161237 0.651852 -0.3 0.3 1.6
H -3.334074 3.263498 0.760525 -0.1 0.0 0.1
H -3.709934 1.702390 -0.001138 1.2 0.4 0.4
H -3.420418 3.783247 -3.385910 -0.4 -0.5 1.5
H -5.639663 3.860668 -1.185959 0.8 0.3 -0.7
H -5.627867 4.467115 -2.866554 0.2 -0.5 0.3
H -4.683390 5.296378 -1.733959 0.2 -0.5 0.3
H -5.069187 1.636457 -2.017204 -0.4 -0.2 -0.3
H -3.534616 1.224649 -2.865741 -1.1 1.0 0.1
H -4.793104 2.130559 -3.820862 -0.2 -0.8 1.4
H -2.403050 5.030375 -0.009211 -0.3 -0.2 0.2
H -2.170912 5.567552 -2.909023 0.4 0.2 0.3
H -1.276255 6.684870 -1.828632 -0.6 -0.4 0.0
H -3.083667 6.441808 -1.735256 1.1 -0.3 0.3
H 0.299868 4.770419 -1.382056 -0.4 0.2 0.4
H -0.018104 3.836087 0.017034 -0.5 -0.4 0.1
H -0.037184 5.532486 0.179063 -0.1 0.6 0.1
H -1.854562 4.525209 2.002052 0.3 -1.2 0.6
H -0.463618 5.118364 3.945794 -0.3 -0.6 0.1
H 0.286396 3.362912 5.590393 -0.1 -0.3 -0.7
H -0.179452 0.947513 5.204446 -0.4 0.7 -0.7
H -1.919286 -1.211011 5.510691 -0.3 -0.3 0.1
H -0.405885 -2.984920 6.681521 -0.2 0.2 -0.3
H 1.412717 -3.916140 5.421041 0.4 -0.5 0.1
H 2.063319 -3.099643 3.184577 0.3 0.0 -0.1
H -3.854661 0.229750 4.216762 -0.3 0.1 0.0
H -6.058209 -0.601527 3.363635 -0.6 -0.1 0.1
H -6.206448 -1.912062 1.330167 1.0 -0.4 -0.2
H -3.893056 -2.748433 0.221106 -0.5 0.1 0.0
H -1.928348 -3.668637 0.245648 -0.1 0.1 -0.1
H -0.751175 -3.626779 1.524989 0.1 0.7 -0.8
H 1.438657 -4.743083 0.531482 -0.2 -0.4 -0.5
H 0.096835 -7.008639 -0.162078 0.1 -0.3 0.1
H -1.088859 -5.865122 -0.782266 0.3 -0.1 0.2
H -0.599158 -5.772034 0.905766 -0.1 -0.3 -0.1
H 1.380326 -6.069018 -2.216784 0.1 0.0 0.0
H 2.427790 -6.451209 -0.854968 0.1 0.4 -0.3
H 2.605486 -4.913371 -1.794869 0.7 0.4 0.0
H -1.101785 -2.258249 -2.425581 0.1 -0.8 0.5
H 0.525053 -4.178580 -3.983573 0.4 0.0 -0.3
H 1.178851 -2.620588 -3.223415 -0.7 -0.7 -0.9
H -0.258787 -2.583371 -4.364861 0.7 -0.5 0.0
H -2.827705 -3.988401 -2.025057 0.6 0.1 0.1
H -1.703731 -5.346915 -2.414590 -0.1 1.4 -0.3
H -2.183308 -4.181825 -3.638540 -0.3 0.0 -0.4
H 5.460856 1.032164 2.061307 0.0 -0.2 0.3
H 4.701549 -1.057205 4.123012 -0.7 -0.4 0.4
H 6.201504 -0.892714 3.386173 0.1 0.1 -0.3
H 4.901169 -1.614720 2.458202 0.0 0.1 -0.2
H 3.703092 1.408129 4.597721 1.1 0.3 -0.9
H 4.937806 2.556966 3.957449 0.0 0.6 -0.5
H 5.410121 1.093306 4.829139 -0.2 0.5 -0.7
C 3.885387 -1.550563 -7.621938 -0.6 1.4 0.6
O 2.859817 -0.489404 -7.456510 1.9 -2.1 -0.3
H 4.873241 -1.131255 -7.404846 -0.1 0.1 0.1
H 3.954420 -1.917857 -8.647297 -0.6 -0.1 0.1
H 3.706043 -2.338475 -6.875839 -0.1 0.1 -0.5
I 2.729606 3.025660 -4.449724 0.0 -0.3 -0.6
I 2.793500 3.090985 -8.660237 0.1 0.3 0.1
O -2.014335 1.038294 -5.905930 2.8 0.4 -1.2
N -0.850452 1.080290 -6.286221 -0.5 1.3 -0.6
O -0.350051 1.955439 -7.191694 -0.9 -2.5 2.5
O 0.038236 0.262895 -5.801858 -1.0 0.3 -0.2
```
Forces are in eV/Å.

Summary:
- HOMO energy (alpha / beta): -9.69 / -9.78 eV
- HOMO-LUMO gap (alpha / beta): 0.1744 / 0.1400 Ha
- Electronic energy: -159758.324 eV
- Multiplicity: 2
- Net charge: +1
- ⟨S²⟩: 1.833
- Energy above the lowest of the compared OMol25 structures with the same formula, charge and spin: 22.9 kcal per mole

Results of the Mulliken charge analysis, in e, for atoms 1 through 5: atom 1 (Y): 1.066, atom 2 (C): -1.660, atom 3 (C): 0.457, atom 4 (C): -1.226, atom 5 (P): -0.024

=====

Record 2
Density functional theory data (ωB97M-V/def2-TZVPD) for a molecular structure, C40H63N4O8Y at a distorted geometry.

XYZ file:
```
116
Properties=species:S:1:pos:R:3:forces:R:3
Y -0.868081 -1.029736 1.243654 -0.8 0.4 0.6
C 1.310019 1.988577 1.436654 0.0 0.0 -0.2
C 1.494541 1.427256 2.814562 0.1 -0.1 0.1
O 1.259530 0.028229 2.763938 0.2 0.0 -0.1
C 1.691052 -0.643378 3.942579 0.0 0.1 0.0
C 1.135776 -2.046377 3.892184 0.0 -0.1 0.1
O -0.238116 -2.050976 3.540656 0.1 0.1 -0.1
C -1.156433 -1.764916 4.602764 0.1 -0.1 0.0
C -1.604414 -0.321098 4.587872 -0.1 0.1 0.0
O -1.954409 -0.001369 3.249853 0.1 0.0 -0.1
C -2.720111 1.187555 3.059980 0.0 -0.1 0.1
C -3.532046 0.978623 1.817669 -0.1 0.0 -0.1
O -2.624582 0.721385 0.745053 0.1 0.1 0.0
C -3.306530 0.358272 -0.455115 -0.1 -0.1 0.1
C -2.290129 0.170656 -1.588980 0.1 -0.1 -0.1
O -0.927857 0.070570 -1.134121 0.0 -0.1 0.3
C -0.128668 1.232599 -1.333751 0.1 0.0 -0.1
C -0.344568 2.263642 -0.254318 0.0 0.0 0.1
O -0.013602 1.701615 1.016274 0.1 0.0 0.1
H 2.046033 1.551491 0.744614 -0.1 0.0 0.1
H 1.473919 3.071315 1.464762 0.0 0.0 0.0
H 0.797430 1.893098 3.519762 0.0 0.0 0.0
H 2.516391 1.631615 3.151192 0.0 0.0 0.0
H 1.335155 -0.102914 4.825446 0.0 0.0 0.0
H 2.785255 -0.674893 3.986704 0.0 0.0 0.0
H 1.287821 -2.541338 4.854554 0.0 0.0 0.0
H 1.643026 -2.638010 3.130995 0.0 0.0 0.0
H -0.700132 -2.003066 5.566454 0.0 0.0 0.0
H -2.009865 -2.417119 4.442458 0.0 0.0 0.0
H -0.839644 0.373759 4.952005 0.0 0.0 0.0
H -2.484511 -0.231305 5.232031 0.0 0.0 0.0
H -2.050730 2.047899 2.966889 0.0 0.0 0.0
H -3.390072 1.342093 3.908759 0.0 0.0 0.0
H -4.125399 1.871578 1.598439 0.0 0.0 0.0
H -4.195252 0.120622 1.942253 0.0 0.0 0.0
H -4.018065 1.148967 -0.712858 0.0 0.0 0.0
H -3.839674 -0.576162 -0.283846 0.0 0.0 0.0
H -2.352997 0.982842 -2.315339 0.0 0.0 0.0
H -2.505550 -0.765396 -2.098084 0.0 0.0 0.0
H -0.335562 1.659557 -2.319855 0.0 0.0 0.0
H 0.910611 0.891649 -1.326039 0.0 0.0 0.0
H -1.390708 2.558702 -0.207343 0.0 0.0 0.0
H 0.260507 3.154763 -0.448993 0.0 0.0 0.0
N 4.241365 -2.132169 -0.852601 0.1 0.0 -0.3
C 3.120713 -3.094623 -0.820285 0.1 0.0 0.0
C 2.154944 -2.747551 0.291292 -0.2 0.0 0.1
N 1.347139 -1.541489 0.027426 -0.1 -0.1 0.0
H 4.866712 -2.375520 -1.616410 0.0 0.0 0.0
H 4.799411 -2.224365 -0.008685 0.0 0.0 0.0
H 3.720549 -0.580444 -1.271477 0.0 0.0 0.3
H 3.453392 -4.127930 -0.694106 0.1 0.0 0.0
H 2.610542 -3.040653 -1.784251 0.0 0.0 0.0
H 2.704355 -2.575470 1.220500 0.0 -0.1 0.0
H 1.490759 -3.594199 0.457562 -0.1 0.1 0.0
H 0.978423 -1.595247 -0.922437 0.0 0.0 0.0
H 1.954092 -0.725939 0.040483 -0.1 0.0 0.0
C -5.898261 -2.060983 1.526268 0.0 0.0 0.0
C -5.032487 -3.247650 1.962602 0.0 -0.1 0.0
C -4.200656 -2.900165 3.191941 0.0 0.0 0.0
C -4.285483 -3.824262 0.765188 -0.3 0.0 0.1
C -4.974700 -4.826925 0.084612 0.0 0.0 0.0
C -4.496388 -5.413630 -1.071948 0.0 0.0 0.0
C -3.275623 -4.978698 -1.553635 0.0 0.0 0.0
C -2.551445 -3.985822 -0.906575 0.0 -0.2 -0.2
C -1.200207 -3.630496 -1.488261 0.1 0.0 -0.1
C -0.209222 -4.776427 -1.263791 0.0 0.0 0.0
C -1.247736 -3.265301 -2.974862 0.0 0.0 0.0
C -3.036796 -3.364521 0.279622 0.5 0.5 0.2
N -2.277831 -2.354562 0.875214 0.1 -0.4 -0.6
H -6.332253 -1.538270 2.383754 0.0 0.0 0.0
H -6.715084 -2.388691 0.882188 0.0 0.0 0.0
H -5.303344 -1.351335 0.949788 0.0 0.0 0.0
H -5.717746 -4.040008 2.275597 0.0 0.0 0.0
H -3.501167 -2.100497 2.959845 0.0 0.0 0.0
H -3.625631 -3.767184 3.529950 0.0 0.0 0.0
H -4.863102 -2.593660 4.007414 0.0 0.0 0.0
H -5.926658 -5.158303 0.487646 0.0 0.0 0.0
H -5.055395 -6.189232 -1.577210 0.0 0.0 0.0
H -2.871663 -5.430982 -2.454211 0.0 0.0 0.0
H -0.850151 -2.754881 -0.935709 0.0 0.0 0.0
H -0.563366 -5.682371 -1.759104 0.0 0.0 0.0
H -0.116049 -5.010552 -0.200521 0.0 0.0 0.0
H 0.783275 -4.553057 -1.673681 0.0 0.0 0.0
H -1.395138 -4.150783 -3.596543 0.0 0.0 0.0
H -0.312671 -2.796284 -3.303117 0.0 0.0 0.0
H -2.070254 -2.583098 -3.194731 0.0 0.0 0.0
C 2.480081 5.700741 -0.640034 -0.1 -0.1 -0.1
O 2.371871 4.789410 -1.739371 0.2 -0.1 0.1
C 1.992080 5.276520 -2.936509 -0.3 0.0 0.1
C 1.322214 6.488577 -3.093671 0.1 0.0 0.0
C 0.854894 6.889954 -4.332435 0.0 0.0 0.0
C 1.029932 6.082505 -5.449590 0.0 0.0 0.1
C 1.695015 4.885482 -5.303233 0.1 0.1 -0.1
C 2.193777 4.481418 -4.065722 0.6 -0.2 -0.1
N 2.863643 3.202222 -4.112133 -0.7 0.1 -0.2
C 3.417651 2.333485 -3.319542 0.4 0.1 0.2
C 4.091961 2.480401 -2.059581 -0.1 0.0 -0.1
C 4.919699 3.582379 -1.785366 -0.1 0.0 0.0
C 5.751867 3.567383 -0.691332 0.0 0.0 0.0
C 5.757142 2.449916 0.147014 0.1 0.0 0.0
C 4.961171 1.349238 -0.109253 -0.1 0.0 -0.1
C 4.130307 1.345638 -1.229194 0.2 0.1 0.1
O 3.323082 0.316711 -1.537647 0.0 0.0 -0.2
H 3.055905 5.181541 0.120110 0.0 0.0 0.0
H 1.494417 5.946860 -0.245292 0.0 0.1 0.0
H 2.999172 6.610426 -0.941252 0.0 0.0 0.0
H 1.152782 7.114534 -2.230257 0.0 0.0 0.0
H 0.334480 7.833919 -4.420265 0.0 0.0 0.0
H 0.660922 6.382430 -6.419321 0.0 0.0 0.0
H 1.855761 4.256352 -6.172920 0.0 0.0 0.0
H 2.737786 2.826966 -5.046113 -0.2 -0.1 0.1
H 3.479775 1.342886 -3.761119 0.0 0.0 0.0
H 4.946239 4.412016 -2.477920 -0.1 0.1 0.0
H 6.413193 4.399844 -0.497215 0.0 0.0 0.0
H 6.412146 2.437562 1.008913 0.0 0.0 0.0
H 4.982510 0.486037 0.543142 0.0 0.0 0.0
```
Forces are in eV/Å.

Summary:
- HOMO energy: -9.66 eV
- HOMO-LUMO gap: 0.1281 Ha
- Electronic energy: -65872.922 eV
- Net charge: +2
- Energy above the lowest of the compared OMol25 structures with the same formula, charge and spin: 42.6 kcal per mole

Results of the Mulliken charge analysis, in e, for atoms 1 through 5: atom 1 (Y): 0.047, atom 2 (C): 0.223, atom 3 (C): -1.365, atom 4 (O): 0.103, atom 5 (C): -0.758

=====

electronic energy of number 1 (C40H63GeI2N5O4P3Y)? -159758.324 eV

=====

Which of these has the highest energy above the lowest of the compared OMol25 structures with the same formula, charge and spin? C40H63N4O8Y

=====

Which value of electronic energy does entry 2 give? -65872.922 eV